(1)
C27H54ClI3N8O4P2 as an isolated structure, computed with ωB97M-V/def2-TZVPD.

Each line ends with the Löwdin charge.
Positions of all 99 atoms, in Å:
C: 7.09 0.83 3.77  -0.127
C: 5.91 0.90 2.80  -0.285
C: 4.58 1.27 3.47  -0.579
Cl: 4.30 0.16 4.85  0.728
C: 3.49 1.35 2.39  -0.360
O: 3.08 2.68 2.08  -0.007
C: 1.73 2.86 2.26  -0.556
O: 1.20 3.84 1.85  0.114
C: 1.22 1.66 3.11  -0.459
N: 1.88 2.06 4.37  0.044
C: -0.32 1.39 3.26  -0.597
I: -0.85 0.93 5.34  1.012
C: -1.26 2.54 2.80  -0.769
C: -2.66 2.56 3.45  -0.298
I: -1.72 2.49 0.68  0.919
C: 2.14 0.58 2.45  -0.449
I: 1.54 0.73 0.27  1.090
C: 2.04 -0.91 2.73  -0.258
C: 2.40 -1.87 1.79  -0.081
C: 2.26 -3.20 2.17  -0.041
C: 1.78 -3.49 3.44  -0.144
N: 1.46 -2.61 4.39  0.099
C: 1.62 -1.35 3.97  -0.182
H: 8.03 0.95 3.25  0.072
H: 7.10 -0.14 4.27  0.059
H: 7.03 1.63 4.51  0.076
H: 5.83 -0.02 2.22  0.117
H: 6.11 1.72 2.11  0.123
H: 4.72 2.27 3.88  0.114
H: 3.97 0.95 1.50  0.098
H: 1.39 2.82 4.81  0.083
H: 2.04 1.28 4.99  0.002
H: -0.56 0.47 2.73  0.062
H: -0.83 3.50 3.04  0.077
H: -3.13 1.58 3.50  0.055
H: -3.29 3.15 2.79  0.027
H: -2.67 3.10 4.40  0.048
H: 2.80 -1.67 0.80  0.053
H: 2.52 -3.98 1.48  0.076
H: 1.65 -4.53 3.70  0.106
H: 1.40 -0.60 4.72  0.015
O: -6.17 4.86 0.61  -0.283
P: -6.78 4.77 -0.77  0.702
N: -8.07 3.69 -0.49  -0.320
C: -8.64 2.80 -1.48  -0.135
C: -9.11 4.24 0.37  -0.137
N: -5.46 3.97 -1.57  -0.336
C: -5.31 2.53 -1.41  -0.134
C: -4.19 4.63 -1.31  -0.170
N: -7.41 5.43 -2.29  -0.300
C: -6.89 5.03 -3.58  -0.139
C: -7.51 6.91 -2.24  -0.139
H: -9.28 3.32 -2.20  0.083
H: -9.24 2.05 -0.98  0.085
H: -7.87 2.26 -2.03  0.048
H: -9.77 4.94 -0.18  0.080
H: -8.68 4.78 1.21  0.071
H: -9.73 3.44 0.78  0.080
H: -5.42 2.20 -0.37  0.087
H: -4.33 2.22 -1.77  0.070
H: -6.03 1.99 -2.03  0.052
H: -3.78 4.39 -0.32  0.005
H: -4.30 5.72 -1.36  0.076
H: -3.46 4.35 -2.07  0.082
H: -5.86 5.36 -3.77  0.081
H: -7.53 5.46 -4.35  0.086
H: -6.93 3.95 -3.71  0.071
H: -6.53 7.39 -2.27  0.078
H: -8.02 7.22 -1.33  0.076
H: -8.11 7.28 -3.08  0.076
O: 3.88 -3.79 -1.09  -0.290
P: 3.56 -4.68 -2.28  0.778
N: 3.81 -6.14 -1.38  -0.328
C: 4.34 -7.38 -1.91  -0.143
C: 2.74 -6.42 -0.43  -0.138
N: 4.96 -4.25 -3.23  -0.349
C: 6.27 -4.72 -2.81  -0.124
C: 5.00 -2.81 -3.50  -0.147
N: 2.87 -5.66 -3.62  -0.303
C: 3.64 -6.00 -4.81  -0.137
C: 1.54 -5.18 -4.03  -0.141
H: 3.61 -7.93 -2.51  0.082
H: 4.64 -8.02 -1.07  0.085
H: 5.23 -7.22 -2.50  0.047
H: 1.85 -6.84 -0.92  0.082
H: 2.44 -5.51 0.09  0.042
H: 3.08 -7.13 0.33  0.084
H: 6.44 -4.59 -1.73  0.089
H: 7.05 -4.18 -3.35  0.082
H: 6.41 -5.77 -3.06  0.055
H: 5.37 -2.24 -2.64  0.079
H: 4.01 -2.43 -3.75  0.074
H: 5.65 -2.62 -4.36  0.081
H: 3.86 -5.14 -5.45  0.084
H: 3.05 -6.71 -5.39  0.092
H: 4.57 -6.50 -4.56  0.065
H: 1.59 -4.23 -4.57  0.077
H: 0.90 -5.04 -3.15  0.076
H: 1.04 -5.91 -4.68  0.078

- Net charge: 0

(2)
One molecule with the formula C21H26N2O3, computed with ωB97M-V/def2-TZVPD.

Each line ends with the Löwdin charge.
Positions of all 52 atoms, in Å:
O: -1.94 1.46 -0.46  0.070
C: -2.05 0.40 0.11  -0.490
N: -2.38 0.32 1.43  0.067
H: -2.45 -0.58 1.88  0.143
C: -2.68 1.49 2.21  -0.156
H: -2.65 2.33 1.52  0.114
C: -1.72 1.73 3.39  -0.177
N: -0.31 1.90 3.09  -0.162
C: 0.42 0.67 2.85  -0.166
C: 1.91 0.99 2.81  -0.190
H: 2.50 0.10 2.58  0.127
O: 2.20 1.94 1.81  -0.151
C: 1.48 3.13 2.03  -0.187
C: -0.02 2.87 2.05  -0.153
H: -0.55 3.80 2.30  0.132
H: -0.34 2.54 1.06  0.111
H: 1.75 3.80 1.21  0.125
H: 1.79 3.57 2.99  0.126
H: 2.22 1.39 3.79  0.127
H: 0.22 -0.04 3.66  0.127
H: 0.14 0.20 1.89  0.096
H: -2.05 2.64 3.90  0.119
H: -1.80 0.90 4.11  0.116
H: -3.70 1.40 2.62  0.121
C: -1.80 -0.94 -0.56  -0.057
H: -2.20 -1.76 0.04  0.121
H: -2.32 -0.91 -1.52  0.129
C: -0.29 -1.15 -0.80  -0.210
C: 0.24 -0.08 -1.73  -0.212
C: -0.11 -0.10 -3.07  -0.017
C: 0.36 0.88 -3.93  -0.067
C: 1.19 1.88 -3.46  -0.082
C: 1.55 1.90 -2.13  -0.062
C: 1.08 0.93 -1.26  -0.044
H: 1.37 0.97 -0.22  0.098
H: 2.20 2.68 -1.75  0.105
H: 1.55 2.64 -4.14  0.101
H: 0.08 0.85 -4.98  0.103
H: -0.75 -0.88 -3.45  0.121
C: 0.05 -2.52 -1.35  -0.128
C: -0.90 -3.41 -1.83  -0.044
C: -0.54 -4.65 -2.32  -0.095
C: 0.79 -5.03 -2.33  -0.088
C: 1.75 -4.15 -1.88  -0.011
C: 1.40 -2.90 -1.40  -0.257
O: 2.41 -2.09 -0.98  0.074
H: 2.10 -1.18 -0.86  0.075
H: 2.80 -4.42 -1.89  0.117
H: 1.08 -6.00 -2.70  0.102
H: -1.31 -5.33 -2.68  0.098
H: -1.95 -3.14 -1.82  0.104
H: 0.20 -1.05 0.18  0.139

- Net charge: 0
- Energy above the lowest of the compared OMol25 structures with the same formula, charge and spin: 196.96 kJ/mol

(3)
C9H16AuFOP2S4 as an isolated structure, computed with ωB97M-V/def2-TZVPD.

Each line ends with the Löwdin charge.
Positions of all 34 atoms, in Å:
Au: -0.38 0.20 0.57  0.474
O: -4.60 3.69 4.66  -0.050
C: -3.86 3.06 3.96  -1.013
S: -2.18 3.54 3.62  0.956
C: -1.81 2.19 2.56  -1.165
C: -2.77 1.29 2.35  -1.170
S: -2.55 -0.18 1.44  0.478
S: -4.31 1.56 3.12  0.954
S: -0.22 2.15 1.84  0.493
C: 3.40 0.26 1.00  -0.194
P: 1.90 0.03 0.01  0.618
C: 2.06 1.66 -0.90  -0.287
C: 2.08 -1.08 -1.46  -0.341
C: 0.78 -1.09 -2.27  -0.373
P: -0.67 -1.28 -1.16  0.701
C: -0.76 -3.01 -0.67  -0.225
C: -2.13 -0.95 -2.18  -0.242
H: 4.22 0.48 0.31  0.054
H: 3.63 -0.60 1.61  0.043
H: 3.26 1.14 1.63  0.053
H: 3.00 1.72 -1.46  0.041
H: 2.04 2.47 -0.17  0.020
H: 1.23 1.82 -1.59  0.026
H: 2.30 -2.08 -1.11  0.078
H: 2.92 -0.73 -2.07  0.089
H: 0.76 -1.86 -3.04  0.092
H: 0.64 -0.13 -2.77  0.078
H: -0.73 -3.67 -1.54  0.058
H: -1.69 -3.18 -0.13  0.054
H: 0.07 -3.22 0.00  0.043
H: -2.17 -1.67 -3.00  0.056
H: -2.08 0.06 -2.57  0.054
H: -3.02 -1.05 -1.56  0.035
F: 1.64 -1.54 0.98  -0.486

- Net charge: 0
- Energy above the lowest of the compared OMol25 structures with the same formula, charge and spin: 11.39 kJ/mol

(4)
A 7-piece molecular cluster, C30H80N7O11P2S overall, computed with ωB97M-V/def2-TZVPD.

Each line ends with the Löwdin charge.
Positions of all 131 atoms, in Å:
C: -0.44 -0.26 4.61  -0.083
C: 0.12 0.62 3.47  -0.395
C: -0.16 2.10 3.78  -0.075
C: 1.66 0.43 3.50  -0.191
N: 2.18 0.84 2.18  -0.194
C: 2.46 -0.30 1.28  -0.413
P: 2.07 0.13 -0.50  0.408
S: 3.57 0.40 -1.72  0.078
C: 3.80 -1.02 1.49  -0.761
O: 4.19 -1.82 0.61  -0.073
O: 4.41 -0.84 2.56  -0.038
P: 3.40 1.99 2.29  0.386
O: 2.83 3.35 2.34  -0.304
O: 4.46 1.87 1.11  -0.132
O: 4.23 1.80 3.66  -0.134
H: -0.40 -1.31 4.33  0.072
H: 0.25 -0.13 5.45  0.077
H: -1.46 0.05 4.86  0.069
H: -0.31 0.34 2.50  0.127
H: 0.48 2.76 3.19  0.059
H: 0.08 2.28 4.84  0.077
H: -1.21 2.35 3.58  0.074
H: 2.02 1.07 4.31  0.117
H: 1.91 -0.62 3.68  0.123
H: 1.69 -1.06 1.53  0.114
H: 1.33 -0.97 -1.00  -0.039
H: 1.16 1.21 -0.54  -0.026
H: 4.48 2.76 0.72  0.086
H: 5.09 1.42 3.44  0.073
C: -1.92 -1.55 -5.38  -0.069
C: -0.80 -2.17 -4.56  -0.427
C: -1.05 -2.14 -3.04  -0.206
O: -0.85 -0.89 -2.43  -0.216
C: -1.91 0.04 -2.56  -0.095
N: 0.47 -1.51 -4.91  0.052
H: -1.89 -0.46 -5.37  0.053
H: -1.84 -1.86 -6.42  0.073
H: -2.90 -1.87 -5.02  0.076
H: -0.73 -3.22 -4.85  0.120
H: -0.31 -2.80 -2.57  0.107
H: -2.04 -2.54 -2.79  0.122
H: -2.89 -0.44 -2.55  0.090
H: -1.78 0.63 -3.47  0.062
H: -1.85 0.73 -1.72  0.085
H: 1.23 -2.00 -4.45  0.072
H: 0.47 -0.59 -4.48  0.068
C: -0.92 8.19 2.30  -0.075
C: -1.48 7.59 3.59  -0.432
C: -1.11 6.12 3.80  -0.210
O: -1.84 5.20 3.01  -0.199
C: -1.37 5.08 1.67  -0.106
N: -2.93 7.80 3.63  0.033
H: -1.50 7.90 1.43  0.062
H: -0.96 9.28 2.35  0.072
H: 0.11 7.90 2.15  0.080
H: -1.04 8.15 4.42  0.132
H: -1.35 5.85 4.84  0.120
H: -0.03 5.95 3.68  0.125
H: -0.29 5.18 1.60  0.096
H: -1.86 5.82 1.03  0.070
H: -1.65 4.10 1.31  0.084
H: -3.29 7.50 4.53  0.067
H: -3.35 7.14 2.98  0.066
C: 2.02 -7.20 0.36  -0.082
C: 2.07 -5.72 0.75  -0.430
C: 1.00 -4.86 0.05  -0.203
O: 1.27 -4.57 -1.30  -0.195
C: 0.96 -5.61 -2.21  -0.112
N: 3.42 -5.21 0.50  0.057
H: 2.47 -7.39 -0.62  0.060
H: 2.58 -7.79 1.08  0.071
H: 0.99 -7.57 0.35  0.072
H: 1.88 -5.66 1.82  0.134
H: 0.97 -3.90 0.56  0.118
H: 0.00 -5.30 0.16  0.117
H: 0.07 -6.18 -1.90  0.092
H: 1.81 -6.28 -2.32  0.076
H: 0.76 -5.16 -3.19  0.067
H: 3.50 -4.26 0.86  0.058
H: 3.53 -5.10 -0.50  0.071
C: -2.93 1.88 10.41  -0.076
C: -3.24 1.08 9.15  -0.433
C: -2.00 0.62 8.38  -0.213
O: -1.34 1.63 7.64  -0.200
C: -0.50 2.47 8.40  -0.102
N: -4.14 1.88 8.30  0.038
H: -2.64 2.91 10.20  0.063
H: -3.80 1.92 11.06  0.073
H: -2.12 1.41 10.98  0.076
H: -3.78 0.18 9.46  0.133
H: -2.32 -0.12 7.64  0.119
H: -1.29 0.10 9.04  0.121
H: 0.00 1.93 9.21  0.091
H: -1.06 3.32 8.80  0.074
H: 0.26 2.87 7.73  0.087
H: -4.44 1.31 7.52  0.071
H: -3.58 2.61 7.87  0.069
C: 1.43 -5.54 -7.77  -0.067
C: 0.97 -6.15 -6.45  -0.433
C: 1.47 -7.59 -6.22  -0.206
O: 0.79 -8.58 -6.97  -0.190
C: 1.22 -8.70 -8.32  -0.111
N: -0.49 -6.07 -6.37  0.043
H: 0.85 -5.90 -8.62  0.063
H: 1.31 -4.46 -7.74  0.077
H: 2.49 -5.75 -7.95  0.079
H: 1.38 -5.54 -5.64  0.125
H: 1.28 -7.84 -5.17  0.119
H: 2.55 -7.66 -6.37  0.122
H: 2.29 -8.52 -8.42  0.090
H: 0.65 -8.02 -8.96  0.074
H: 1.00 -9.72 -8.64  0.085
H: -0.79 -6.38 -5.45  0.068
H: -0.87 -6.78 -6.99  0.068
C: -0.49 6.02 -5.10  -0.075
C: -0.97 5.38 -3.79  -0.430
C: -0.54 3.92 -3.62  -0.200
O: -1.28 2.99 -4.41  -0.207
C: -0.87 2.90 -5.76  -0.099
N: -2.43 5.54 -3.70  0.037
H: -1.09 5.72 -5.95  0.062
H: -0.56 7.10 -5.03  0.073
H: 0.55 5.76 -5.30  0.078
H: -0.52 5.94 -2.97  0.135
H: -0.74 3.63 -2.59  0.119
H: 0.53 3.79 -3.79  0.126
H: 0.21 3.03 -5.87  0.096
H: -1.41 3.63 -6.37  0.074
H: -1.14 1.91 -6.12  0.078
H: -2.74 5.22 -2.79  0.068
H: -2.85 4.87 -4.35  0.066

- Net charge: -1

| no. | gap between HOMO and LUMO (eV) |
| --- | --- |
| 1 | 7.218 |
| 2 | 9.032 |
| 3 | 6.565 |
| 4 | 7.098 |